Entry 1:
A molecular structure, C27H35ClCrN4P2 at a distorted geometry, computed with ωB97M-V with the def2-TZVPD basis set.

Structure (XYZ):
```
70
Properties=species:S:1:pos:R:3:lowdin_charge:R:1
Cr 0.69668 -2.53544 -4.30039 0.445
C -0.98150 0.99970 -1.18608 -0.126
C -1.54598 0.75540 -2.35841 -0.122
C -1.16328 1.34978 -3.65682 -0.217
C -0.02583 0.82870 -4.63049 -0.251
C 1.39268 0.90276 -4.14168 -0.147
C 1.79222 1.38325 -2.93172 -0.084
C 1.04595 2.38684 -2.15413 -0.214
C 0.07505 2.02760 -1.04153 -0.195
C 0.88936 -1.88011 -1.64231 -0.206
H -1.15929 0.29468 -0.37330 0.100
H -2.17829 -0.14519 -2.46084 0.115
H -1.08371 2.44265 -3.61022 0.105
H -2.10071 1.21425 -4.21242 0.054
H -0.38891 -0.17056 -5.01513 0.003
H -0.03430 1.51924 -5.50722 0.100
H 2.12744 0.36779 -4.71895 0.007
H 2.77722 1.05117 -2.55351 0.116
H 0.55103 3.09760 -2.83247 0.109
H 1.81347 2.96846 -1.62885 0.115
H 0.58879 1.75949 -0.11907 0.109
H -0.43057 2.98518 -0.87462 0.119
H 0.22258 -1.48970 -0.82446 -0.054
H 1.83792 -1.53319 -1.16383 -0.057
H 0.91514 -2.99538 -1.48058 -0.090
P 1.48354 -1.05387 -6.84301 1.106
P -2.21834 0.05029 -6.80084 1.065
N 2.92426 0.04411 -7.29386 -0.222
N 2.02032 -2.35649 -7.89614 -0.266
N -2.24317 1.62285 -7.56948 -0.254
N -3.73645 -0.56745 -7.34996 -0.267
C 0.34696 -0.22653 -8.06574 -0.355
C -1.10786 -0.79016 -7.97933 -0.379
C 3.98240 0.17717 -6.40202 -0.152
C 4.94093 0.92230 -7.05946 -0.094
C 4.43519 1.31950 -8.32361 -0.078
C 3.16838 0.76190 -8.47267 -0.134
C 2.21676 -3.65633 -7.42176 -0.170
C 2.76372 -4.41068 -8.43043 -0.093
C 2.91415 -3.57612 -9.58228 -0.073
C 2.47389 -2.30647 -9.22624 -0.121
C -2.37629 2.83684 -6.86458 -0.131
C -2.33359 3.87199 -7.77474 -0.090
C -2.17322 3.30094 -9.08580 -0.084
C -2.14132 1.92794 -8.93602 -0.155
C -4.66394 -0.10580 -8.30013 -0.125
C -5.48467 -1.16656 -8.68060 -0.084
C -5.01531 -2.34186 -7.97972 -0.092
C -3.92767 -1.96884 -7.21559 -0.154
H 0.72205 -0.48368 -9.08470 0.071
H 0.35556 0.88180 -7.90850 0.089
H -1.58945 -0.69379 -8.96602 0.077
H -1.12458 -1.87373 -7.73848 0.066
H 4.00997 -0.34832 -5.45655 0.103
H 5.84321 1.23313 -6.61480 0.081
H 4.88640 1.93800 -9.04239 0.080
H 2.48847 0.70111 -9.31058 0.091
H 1.90191 -3.92756 -6.40895 0.048
H 3.03459 -5.46448 -8.38260 0.101
H 3.29594 -3.83564 -10.55869 0.096
H 2.44265 -1.38071 -9.79095 0.088
H -2.60927 2.83781 -5.80421 0.099
H -2.40559 4.92486 -7.53897 0.093
H -2.11635 3.82965 -10.02511 0.093
H -2.14564 1.14265 -9.68153 0.105
H -4.71266 0.93827 -8.54140 0.097
H -6.29676 -1.13245 -9.38994 0.087
H -5.40205 -3.34542 -8.08375 0.091
H -3.31227 -2.54464 -6.53555 0.080
Cl -0.71183 -3.90886 -5.25577 -0.069
```

2S+1 = 5
Relative energy (zero: lowest compared OMol25 entry of this formula, charge and spin) = 73.4 kcal per mole
Energy = -3456.02137 Eh
HOMO (alpha / beta) = -7.62 / -7.99 eV
E_LUMO (alpha / beta) = -0.06236 / -0.02979 Eh
Gap between HOMO and LUMO (alpha / beta) = 5.922 / 7.180 eV

***

Entry 2:
A molecular structure, C11H35As2F12N11O7Tl at a distorted geometry, computed with ωB97M-V with the def2-TZVPD basis set.

Structure (XYZ):
```
79
Properties=species:S:1:pos:R:3:lowdin_charge:R:1
Tl 7.64170 45.22683 0.52577 1.443
As 5.03115 47.24582 3.91901 1.037
F 6.28254 48.53128 3.58824 -0.284
F 4.28835 48.32107 5.22417 -0.271
F 3.93675 45.84807 4.05558 -0.260
F 5.89521 46.21759 2.68021 -0.315
F 6.08596 46.49425 5.18054 -0.280
F 4.03286 48.00418 2.58265 -0.277
As 11.08973 48.02686 -0.76396 0.916
F 9.84863 48.91552 -1.80788 -0.299
F 10.76042 49.23899 0.53701 -0.268
F 12.25886 47.17930 0.29460 -0.263
F 11.24075 46.87088 -2.09919 -0.258
F 12.33343 48.97769 -1.48758 -0.222
F 9.73672 47.04959 -0.12359 -0.327
C 8.28918 41.36878 0.60994 -0.045
O 8.73112 42.58926 -0.06603 -0.260
C 9.40642 42.28478 -1.26965 -0.184
C 10.16572 43.54725 -1.81121 -0.147
N 9.46885 44.84348 -1.87493 0.016
C 8.75950 44.95772 -3.14424 -0.141
C 7.88321 46.23568 -3.26980 -0.227
O 7.16326 46.66923 -2.16260 -0.237
C 6.40252 47.85174 -2.54163 -0.034
H 9.00141 41.29376 1.43166 0.087
H 8.28772 40.43780 0.04305 0.100
H 7.32468 41.49737 1.10114 0.064
H 8.73999 41.81630 -1.99387 0.130
H 10.25694 41.63665 -1.05837 0.132
H 10.68409 43.22360 -2.71379 0.137
H 11.09862 43.77695 -1.29638 0.135
H 10.23511 45.50142 -1.86679 0.059
H 8.04028 44.13883 -3.15907 0.123
H 9.33063 44.82083 -4.06249 0.146
H 7.22485 46.04112 -4.11645 0.128
H 8.50357 47.07866 -3.57419 0.125
H 7.16236 48.59855 -2.77193 0.092
H 5.90846 48.04748 -1.58996 0.080
H 5.70849 47.69128 -3.36666 0.100
C 7.34621 49.40888 0.62869 -0.675
O 7.19819 48.16543 0.68812 0.034
N 6.86380 50.26970 1.49506 0.187
N 7.93208 50.12601 -0.23128 0.202
H 6.54776 49.88817 2.37522 0.083
H 6.92587 51.26976 1.36811 0.127
H 8.52879 49.64160 -0.88654 0.070
H 8.04529 51.11630 -0.06816 0.139
C 4.59724 42.68392 1.81360 -0.810
O 5.36307 43.51126 1.35154 -0.007
N 4.53108 41.49311 1.41721 0.197
N 3.80330 42.92982 2.77959 0.212
H 5.09706 41.10649 0.67539 0.130
H 3.90750 40.94567 1.99303 0.126
H 3.07260 42.24887 2.92957 0.126
H 3.74245 43.87532 3.12948 0.106
C 7.91621 43.33384 4.10652 -0.754
O 8.04803 43.75580 2.95517 -0.014
N 7.39482 43.92696 5.07968 0.226
N 8.43754 42.22988 4.52281 0.179
H 6.85036 44.77061 4.97043 0.091
H 7.47720 43.53604 6.00731 0.136
H 8.31190 41.88265 5.46289 0.122
H 9.18149 41.77531 4.01291 0.122
C 3.74078 46.17698 -0.44385 -0.664
O 4.94427 45.85834 -0.27935 -0.039
N 3.00738 47.00322 0.31428 0.190
N 2.96146 45.58171 -1.28493 0.177
H 2.12270 47.21639 -0.12390 0.114
H 3.41689 47.32948 1.17797 0.062
H 3.24558 44.84567 -1.91549 0.132
H 2.00173 45.89405 -1.24644 0.116
C 9.51339 46.81750 3.86765 -0.754
O 8.95106 46.43907 2.86769 0.015
N 8.96164 47.63494 4.69473 0.204
N 10.72394 46.44058 4.23318 0.184
H 8.00909 47.87243 4.45732 0.077
H 9.23759 47.82376 5.64779 0.133
H 11.25204 47.16718 4.69497 0.122
H 11.02117 45.59922 3.76005 0.122
```

2S+1 = 1
Total charge = +1
Relative energy (zero: lowest compared OMol25 entry of this formula, charge and spin) = 0.0 kcal per mole
Energy = -7411.42892 Eh
HOMO = -11.95 eV
E_LUMO = -0.30667 Eh
Gap between HOMO and LUMO = 3.608 eV

***

Entry 3:
3 unconnected molecules or ions with the total composition C10H20F3O8P2 at a distorted geometry, computed with ωB97M-V with the def2-TZVPD basis set.

Structure (XYZ):
```
43
Properties=species:S:1:pos:R:3:lowdin_charge:R:1
C 0.33670 -1.43889 -2.16569 -0.026
C -0.80250 -1.80837 -2.43636 -0.242
C -2.32716 -1.88751 -2.72795 -0.173
C -3.00341 -0.51652 -2.32462 -0.530
F -2.17217 0.58979 -2.50546 0.009
F -4.16269 -0.37828 -3.12438 -0.006
F -3.38498 -0.57655 -0.96607 0.011
H 1.26948 -0.89389 -1.89307 0.011
H -2.76245 -2.66042 -2.02861 0.026
C -2.81887 2.81717 -1.25645 -0.111
O -2.39635 4.18034 -1.26834 -0.311
P -0.83783 4.58684 -0.73062 0.689
O -0.50136 3.23567 -0.15354 -0.267
O -1.47881 5.54026 0.45856 -0.261
C -2.75754 6.15402 0.30543 -0.124
O 0.72376 5.17984 -0.37520 -0.255
C 0.91210 6.58994 -0.29583 -0.152
H -3.78028 2.76397 -1.77178 0.095
H -2.11379 2.17177 -1.79013 0.069
H -2.95532 2.47515 -0.22923 0.101
H -3.53213 5.46293 0.64470 0.090
H -2.94666 6.45942 -0.72192 0.080
H -2.78932 7.03930 0.94359 0.082
H 0.57796 6.95628 0.67594 0.080
H 0.37368 7.10517 -1.09477 0.078
H 1.97752 6.80247 -0.39335 0.080
C 2.14285 -2.91344 3.83467 -0.139
O 2.82624 -3.76046 2.92745 -0.325
P 2.39952 -3.73160 1.27542 0.696
O 1.16179 -2.88852 1.44886 -0.267
O 1.97111 -5.32802 1.34130 -0.256
C 2.57528 -6.21947 2.27545 -0.126
O 2.21917 -3.73957 -0.42014 -0.245
C 2.87031 -4.76866 -1.16004 -0.139
H 2.65625 -2.97183 4.79766 0.081
H 2.16717 -1.87648 3.49725 0.087
H 1.11524 -3.25412 3.96686 0.093
H 2.02279 -6.18450 3.21722 0.087
H 3.62569 -5.98866 2.44424 0.079
H 2.50122 -7.23276 1.87639 0.084
H 2.28369 -5.68702 -1.11539 0.084
H 3.87869 -4.94979 -0.77993 0.076
H 2.93542 -4.45498 -2.20211 0.087
```

2S+1 = 1
Total charge = -1
Energy = -1977.03421 Eh
HOMO = -2.20 eV
E_LUMO = 0.00793 Eh
Gap between HOMO and LUMO = 2.417 eV

***

Entry 4:
A single C3H5N3O molecule at a distorted geometry, computed with ωB97M-V with the def2-TZVPD basis set.

Structure (XYZ):
```
12
Properties=species:S:1:pos:R:3:lowdin_charge:R:1
C -0.43133 1.31057 -1.08907 -0.020
C -0.37208 0.11922 -0.21181 -0.328
N -1.43415 -0.40828 0.45978 0.103
C -0.83726 -1.27047 1.32646 -0.211
N 0.50666 -1.33048 1.22681 0.097
N 0.73471 -0.49189 0.23761 -0.204
O 1.96864 -0.22617 -0.20292 0.106
H -1.44498 1.63147 -1.22072 0.067
H 0.16735 2.14588 -0.68767 0.086
H 0.01562 1.19106 -2.14164 0.107
H -1.39774 -1.83326 2.08446 0.106
H 2.52456 -0.83764 0.21874 0.090
```

2S+1 = 1
Relative energy (zero: lowest compared OMol25 entry of this formula, charge and spin) = 63.5 kcal per mole
Energy = -356.75626 Eh
HOMO = -9.43 eV
E_LUMO = 0.03124 Eh
Gap between HOMO and LUMO = 10.284 eV

***

Entry 5:
3 unconnected molecules or ions with the total composition C22H43Br2F3IN6O6, computed with ωB97M-V with the def2-TZVPD basis set.

Structure (XYZ):
```
83
Properties=species:S:1:pos:R:3:lowdin_charge:R:1
O 4.70720 -5.25327 4.58299 0.069
C 3.87386 -5.09514 3.76500 -0.814
I 3.74653 -6.33784 2.00514 0.833
C 2.81065 -4.00185 3.78314 -0.187
N 3.10601 -3.06556 2.70683 0.091
C 2.13070 -2.36809 2.12083 -0.303
N 0.84058 -2.42113 2.48782 0.227
C 0.20615 -1.62868 1.63004 -0.272
C -1.26548 -1.40244 1.53268 -0.115
C -1.89334 -2.19945 0.38085 -0.146
C -2.06043 -3.72344 0.50615 -0.809
F -3.30399 -4.03956 0.04868 -0.037
Br -1.97215 -4.39507 2.31777 0.910
C -1.01226 -4.48199 -0.36377 -0.954
F 0.18508 -3.83891 -0.22991 0.001
F -0.81056 -5.72508 0.03835 0.033
Br -1.49598 -4.49202 -2.22194 0.900
N 1.06797 -1.06729 0.78114 0.197
N 2.31744 -1.55277 1.07205 0.011
C 3.49828 -1.22873 0.28814 -0.057
C 3.86447 -2.30764 -0.75012 -0.208
O 4.23209 -1.62104 -1.92946 -0.054
H 1.84139 -4.46161 3.57776 0.111
H 2.79469 -3.51769 4.76164 0.139
H 4.05321 -2.97140 2.37593 0.144
H -1.73118 -1.60320 2.49689 0.104
H -1.43333 -0.34298 1.30146 0.126
H -1.29309 -2.00933 -0.51380 0.111
H -2.88549 -1.80282 0.16312 0.112
H 0.91042 -0.43518 0.00847 0.198
H 4.31589 -1.04480 0.99107 0.141
H 3.30025 -0.28630 -0.22438 0.120
H 3.00501 -2.96854 -0.91255 0.125
H 4.68880 -2.92244 -0.37102 0.120
H 4.03070 -2.16616 -2.69763 0.109
C 4.05829 5.32604 -6.00427 -0.111
O 3.34518 4.15774 -6.35645 -0.194
C 4.15210 3.02590 -6.64546 -0.215
C 3.98291 1.95373 -5.59175 -0.216
N 4.53678 2.37500 -4.31443 -0.046
C 4.23502 1.50617 -3.18812 -0.199
C 2.77142 1.30366 -2.80558 -0.237
O 2.14264 2.43527 -2.23932 -0.188
C 1.65264 3.39393 -3.16402 -0.088
H 3.34508 6.14792 -5.99919 0.090
H 4.51743 5.25522 -5.01124 0.079
H 4.84382 5.54717 -6.73239 0.090
H 5.20300 3.31671 -6.73538 0.124
H 3.82715 2.62230 -7.60787 0.124
H 4.50699 1.05145 -5.92378 0.125
H 2.91121 1.71311 -5.54033 0.105
H 4.22635 3.31601 -4.11046 0.074
H 4.74908 1.91347 -2.31318 0.125
H 4.67812 0.52521 -3.38218 0.106
H 2.75297 0.54171 -2.02307 0.074
H 2.17494 0.91303 -3.64043 0.116
H 1.29387 2.91797 -4.08051 0.091
H 2.40937 4.13647 -3.42679 0.077
H 0.82205 3.91059 -2.68550 0.090
C -5.92647 2.93175 5.33178 -0.111
O -5.43565 1.60896 5.23860 -0.197
C -6.40620 0.63371 4.88282 -0.214
C -6.13571 0.07492 3.50372 -0.217
N -6.35735 1.07553 2.47256 -0.046
C -5.91375 0.70405 1.13812 -0.191
C -4.43371 0.40655 0.92916 -0.241
O -3.56638 1.52035 1.03511 -0.183
C -3.21786 1.89844 2.35511 -0.100
H -5.14407 3.53322 5.79059 0.089
H -6.16856 3.36038 4.35247 0.080
H -6.82035 2.98061 5.95974 0.091
H -7.41331 1.05702 4.93751 0.125
H -6.33980 -0.18095 5.60853 0.123
H -6.81043 -0.76874 3.32750 0.127
H -5.10902 -0.32140 3.50988 0.101
H -5.92032 1.94578 2.74580 0.074
H -6.18472 1.51455 0.45781 0.125
H -6.48030 -0.17795 0.82109 0.123
H -4.31803 0.04553 -0.09761 0.120
H -4.08163 -0.39270 1.59887 0.095
H -3.14380 1.02878 3.01690 0.083
H -3.93275 2.60033 2.78952 0.079
H -2.24839 2.39494 2.30680 0.089
```

2S+1 = 1
Total charge = +1
Energy = -7389.03160 Eh
HOMO = -10.62 eV
E_LUMO = -0.09985 Eh
Gap between HOMO and LUMO = 7.903 eV

***

Entry 6:
A single C7H13N3O4 molecule at a distorted geometry, computed with ωB97M-V with the def2-TZVPD basis set.

Structure (XYZ):
```
27
Properties=species:S:1:pos:R:3:lowdin_charge:R:1
C 0.01261 2.62813 2.06741 -0.119
C 0.40736 2.48432 0.75495 -0.440
N -0.10022 3.70580 0.03324 0.057
C -0.15866 1.08832 0.39074 -0.519
O -1.25957 1.04121 -0.09137 0.083
N 0.68332 0.09439 0.68163 0.093
C 0.37756 -1.26162 0.25191 -0.180
C 0.01303 -1.38058 -1.23431 -0.081
C -1.04291 -2.36174 -1.42894 -0.462
N -1.98344 -1.94604 -2.37323 0.145
O -1.05206 -3.54066 -0.92503 0.001
C 1.64852 -2.10465 0.55108 -0.439
O 2.68757 -1.63688 0.98425 0.102
O 1.50442 -3.42543 0.31956 0.100
H -1.00754 2.72601 2.27122 0.071
H 0.63541 3.40000 2.59765 0.109
H 0.24627 1.52460 2.60394 0.152
H 1.52274 2.46966 0.55422 0.162
H -1.14497 3.64305 0.02715 0.092
H 0.26542 3.56631 -0.88611 0.051
H 1.60991 0.21156 1.24435 0.195
H -0.47725 -1.50139 0.79301 0.142
H 0.89864 -1.68051 -1.88271 0.174
H -0.23363 -0.42834 -1.67443 0.103
H -2.75128 -2.56160 -2.56468 0.093
H -1.89399 -1.03051 -3.02853 0.192
H 0.59274 -3.72343 -0.03695 0.122
```

2S+1 = 1
Relative energy (zero: lowest compared OMol25 entry of this formula, charge and spin) = 53.0 kcal per mole
Energy = -739.75804 Eh
HOMO = -9.50 eV
E_LUMO = 0.01219 Eh
Gap between HOMO and LUMO = 9.832 eV